No. 1
20
Properties=species:S:1:pos:R:3:forces:R:3:mulliken_charge:R:1 method="wB97M-V/def2-TZVPD" homo_ev=-14.64 total_charge=+1 orbital_gap_ev=11.09 lumo_ev=-3.544 energy_ha=-439.7980
O -2.344819 1.338370 0.532498 -1.4 0.6 1.5 -0.46
C -2.047347 0.775169 -0.623088 -3.1 -3.7 -1.8 0.47
C -0.794717 -0.304751 -0.530033 -1.2 3.8 -2.3 -0.45
N 0.325282 0.477830 0.156071 0.9 -1.3 -1.9 -0.20
C 1.690058 -0.274994 -0.059067 -1.5 -2.4 -0.2 -0.58
C 2.254831 -0.391428 -1.510342 -1.3 -0.9 -0.1 -0.82
O -2.879974 0.692157 -1.534960 2.9 0.5 1.8 -0.50
H -3.362765 1.441507 0.635827 2.3 0.1 -0.7 0.40
H -0.603238 -0.317745 -1.683847 0.1 -1.0 2.4 0.29
H -1.104609 -1.194369 0.063111 0.4 0.7 -0.8 0.39
H 0.038028 0.547422 1.143002 0.5 -0.1 0.1 0.42
H 0.352886 1.398546 -0.300390 0.2 -0.2 0.4 0.40
H 2.424732 0.050086 0.605384 0.8 1.2 1.2 0.55
H 1.446475 -1.305983 0.311438 0.0 0.9 -0.3 0.30
H 3.226523 0.118093 -1.574301 -0.4 -0.2 -0.1 0.31
H 2.368727 -1.535814 -1.812922 -0.3 2.7 0.5 0.26
H 1.495212 0.135791 -2.157537 1.1 -0.8 0.0 0.26
H -0.341295 -1.057995 3.088940 1.9 -2.4 3.7 0.25
H -1.402026 -0.005355 2.801259 -0.6 0.2 0.7 0.29
O -0.741964 -0.586537 2.448956 -1.4 2.2 -4.2 -0.55

=====

No. 2
21
Properties=species:S:1:pos:R:3:forces:R:3:mulliken_charge:R:1 method="wB97M-V/def2-TZVPD" homo_ev=-3.03 total_charge=-1 orbital_gap_ev=6.52 lumo_ev=3.490 energy_ha=-838.2741
C 1.683341 -1.162301 -0.613833 0.2 -0.6 -1.0 -0.88
N 0.786712 -0.972617 -1.769344 -1.2 -0.1 0.9 -0.58
C -0.398992 -0.136455 -1.370893 0.8 -0.1 0.9 0.33
C 0.009073 1.346284 -1.151415 -0.4 0.3 0.0 -1.06
S 0.320447 2.021864 0.522027 0.0 -0.2 0.2 -0.55
C -1.066305 -0.770307 -0.159764 -0.7 -0.7 0.1 -0.10
O -1.269467 -1.964450 -0.077526 0.2 0.1 -0.2 -0.56
H 1.894935 -0.214687 -0.147246 0.1 0.3 0.6 0.23
H 2.616247 -1.603077 -0.980822 0.0 0.1 -0.1 0.34
H 1.262441 -1.896266 0.060907 -0.2 0.2 0.3 0.34
H 1.262834 -0.337010 -2.358686 0.7 0.4 -1.0 0.28
H -1.147884 -0.185856 -2.166194 0.0 -0.1 -0.2 0.28
H -0.727832 2.013169 -1.600889 -0.3 -0.2 -0.1 0.30
H 0.887418 1.493771 -1.771749 0.4 0.1 -0.1 0.30
H -1.452118 -0.145489 0.650086 0.2 0.5 -0.2 0.39
H 1.807525 -0.474768 2.130257 0.3 0.5 -0.7 0.29
H 1.003013 -0.602866 3.362342 -0.3 -0.1 -0.1 0.27
O 1.106540 -1.005119 2.492584 -0.1 -0.4 0.8 -0.57
H -2.352675 1.600135 2.201673 0.2 -0.4 0.2 0.31
H -3.110168 1.794443 0.990923 -0.2 -0.4 -0.1 0.32
O -3.115086 1.201603 1.757561 0.1 0.8 -0.1 -0.67

=====

No. 3
22
Properties=species:S:1:pos:R:3:forces:R:3:mulliken_charge:R:1 method="wB97M-V/def2-TZVPD" homo_ev=-13.48 total_charge=+1 orbital_gap_ev=10.32 lumo_ev=-3.162 energy_ha=-590.2854
O -1.913406 0.153514 0.497059 0.0 -0.6 -0.8 -0.47
C -0.836305 0.627953 0.664190 2.0 2.4 2.4 -0.09
C 0.572615 -0.135133 0.646833 -1.8 1.0 -5.0 0.15
C 1.342047 0.134466 -0.745095 1.8 -1.7 1.4 -0.71
C 1.129192 1.461566 -1.337783 -2.0 3.8 -0.3 0.48
O 1.380657 1.619829 -2.627022 1.4 -3.9 -0.4 -0.46
O 0.577808 2.372129 -0.751065 0.6 -0.5 0.7 -0.55
N 0.321797 -1.587535 0.720741 4.7 -1.0 3.4 -0.31
H -0.647319 1.734750 1.103419 -0.7 -2.2 -1.2 0.31
H 1.145163 0.259950 1.415075 0.9 0.2 1.6 0.44
H 0.917668 -0.572973 -1.476325 0.7 -0.1 0.1 0.33
H 2.525152 -0.006687 -0.533733 -2.8 0.0 -0.9 0.33
H 1.433211 2.437319 -3.085275 -0.4 1.7 0.3 0.39
H 1.223080 -2.156607 0.482033 -1.7 1.4 0.4 0.42
H 0.202940 -1.759161 1.791131 -0.5 0.0 -2.2 0.44
H -0.373168 -1.997421 0.113758 -1.6 -0.2 -0.6 0.32
H -1.548983 -3.263324 -1.557380 0.2 1.3 3.6 0.35
H -2.377803 -2.541675 -0.429645 -1.4 0.6 0.3 0.33
O -1.506877 -2.869818 -0.561303 0.8 -2.2 -4.2 -0.70
H -1.509849 -0.512444 2.842946 -0.2 -0.2 0.0 0.33
H -0.406382 0.310409 3.511000 0.0 -1.4 -0.9 0.34
O -0.548380 -0.444717 2.868450 -0.2 1.4 2.2 -0.69

=====

No. 4
24
Properties=species:S:1:pos:R:3:forces:R:3:mulliken_charge:R:1 method="wB97M-V/def2-TZVPD" homo_ev=-5.44 total_charge=-1 orbital_gap_ev=8.85 lumo_ev=3.410 energy_ha=-1273.4083
C -1.386892 0.681873 -1.326315 0.9 0.8 -0.9 -0.09
C -0.416770 -0.505809 -1.447894 -3.5 -0.1 0.2 -1.07
C -2.713764 0.750555 -1.536419 2.2 -0.7 0.6 -0.82
C 0.501790 -0.581516 -0.253232 0.1 -1.0 -0.2 0.87
N 0.820797 3.742844 1.419618 1.2 -0.3 0.9 -0.80
O 0.128248 -2.984905 0.491574 0.5 0.0 -0.6 -0.68
O 2.543292 -2.301711 0.369691 0.6 0.0 -1.3 -0.51
O 1.291230 -2.631665 -1.882923 0.3 -0.4 0.8 -0.78
O 1.247514 0.618111 -0.152183 1.1 -0.2 0.4 -0.56
O 0.749634 -1.151693 2.463486 0.7 -0.2 0.6 -0.70
P -0.263286 -0.981567 1.398331 0.1 3.5 -0.1 0.23
P 1.149258 -2.325770 -0.431238 0.0 0.6 -1.3 0.79
H -1.415442 -1.599617 1.514748 -1.9 -1.6 -0.2 0.03
H -0.776243 1.596131 -1.157611 -0.9 -0.3 0.1 0.19
H -1.081806 -1.384549 -1.367686 0.2 0.0 0.0 0.39
H -0.045192 -0.660702 -2.481238 0.7 0.6 0.9 0.41
H -3.222465 1.666989 -1.421023 -0.6 0.9 0.0 0.29
H -3.278052 -0.130684 -1.735033 -0.4 -0.6 -0.2 0.29
H 1.609671 3.540378 0.781338 -0.7 0.1 0.5 0.26
H 0.094374 3.096524 1.169307 -0.4 -0.4 -0.4 0.30
H 1.117398 3.387672 2.358919 -0.2 0.5 -1.1 0.25
H 2.039465 0.502584 0.423859 -1.0 -0.3 -0.5 0.38
H 2.280060 -2.685231 1.187204 0.0 -0.3 1.8 0.34
H -0.972819 0.341757 1.614718 0.8 -0.6 -0.1 -0.02

=====

No. 5
19
Properties=species:S:1:pos:R:3:forces:R:3:mulliken_charge:R:1 method="wB97M-V/def2-TZVPD" homo_ev=-9.77 smiles="CCP(N)(=O)CC" orbital_gap_ev=10.64 lumo_ev=0.868 energy_ha=-630.9129
C 1.353212 1.643385 0.215149 1.9 3.4 -1.3 -1.38
C 0.955721 -1.971274 0.564621 -2.9 1.2 -1.7 -1.57
C 0.070100 1.488667 -0.582563 -1.1 1.9 2.4 -0.43
C -0.175174 -1.452389 -0.409101 -2.0 -2.1 5.5 -0.50
N -2.575122 0.096869 -0.754203 4.3 0.7 1.2 -0.71
O -0.871226 0.087046 1.746915 -0.3 0.6 2.2 -0.65
P -0.851574 0.113619 0.307378 -2.5 -0.7 -6.1 0.84
H 2.050090 2.564072 -0.100997 -2.0 -1.6 0.7 0.29
H 1.183102 1.669145 1.229557 -0.7 0.9 2.5 0.48
H 2.091607 0.900861 0.234273 0.6 -2.0 -1.0 0.37
H 0.809688 -1.705110 1.543114 -1.0 1.1 2.4 0.50
H 1.141016 -2.960889 0.673193 -0.1 -3.5 -0.6 0.48
H 1.855142 -1.594860 0.363144 3.7 1.9 -1.3 0.43
H 0.417851 1.232024 -1.520533 -0.2 -0.9 -2.3 0.34
H -0.521290 2.532178 -0.656849 1.2 -2.5 0.4 0.32
H -1.057075 -2.237222 -0.251951 1.6 1.8 -0.9 0.26
H 0.077134 -1.288282 -1.377101 0.7 0.0 -3.0 0.45
H -2.661550 1.060113 -1.106712 -0.5 -0.6 0.5 0.24
H -3.291648 -0.177945 -0.117331 -0.8 0.2 0.4 0.26

=====

No. 6
19
Properties=species:S:1:pos:R:3:forces:R:3:mulliken_charge:R:1 method="wB97M-V/def2-TZVPD" homo_ev=-2.84 total_charge=-1 orbital_gap_ev=6.40 lumo_ev=3.560 energy_ha=-687.7758
C 0.076117 -0.287325 -2.575378 0.2 -0.1 0.0 -1.09
C -1.099962 -0.418509 -1.622768 -0.1 0.0 0.0 -0.26
S -1.003646 -1.998764 -0.719887 -0.1 0.0 -0.1 -0.20
C -1.293075 -1.420843 0.963873 -0.2 -0.1 0.1 -0.29
H -0.002122 0.608463 -3.196460 -0.1 0.0 0.0 0.31
H 0.169020 -1.160607 -3.229745 0.0 0.0 0.0 0.33
H 0.979819 -0.194340 -1.976092 0.0 0.0 0.0 0.27
H -2.052847 -0.391810 -2.159341 0.0 0.1 0.0 0.36
H -1.025554 0.384276 -0.877396 0.0 -0.2 -0.1 0.20
H -0.633488 -0.574488 1.152948 0.1 0.0 0.0 -0.10
H -2.337045 -1.133684 1.111353 0.0 0.0 -0.1 0.23
H -1.085293 -2.253774 1.637624 0.1 0.1 0.0 0.31
N 1.334180 0.694724 2.388177 -0.2 -0.2 0.2 -0.65
C 1.107339 1.645290 1.249756 -0.1 0.0 -0.5 -0.52
O 0.627052 1.004715 0.177030 0.2 0.2 0.3 -0.71
H 1.701311 -0.145440 1.955106 0.1 -0.1 -0.1 0.16
H 2.042572 1.033346 3.030141 0.1 0.1 0.0 0.26
H 0.418143 2.430432 1.643570 0.0 0.0 0.1 0.17
H 2.077479 2.178338 1.047489 0.0 0.0 0.0 0.22

=====

No. 7
19
Properties=species:S:1:pos:R:3:forces:R:3:mulliken_charge:R:1 method="wB97M-V/def2-TZVPD" homo_ev=-2.08 total_charge=-1 orbital_gap_ev=5.02 lumo_ev=2.946 energy_ha=-687.7332
C 0.824335 0.575940 -0.356803 -1.1 -2.2 -1.0 -1.03
N -0.172036 0.750268 0.697919 1.7 0.2 1.0 -0.49
C -1.068733 -0.412663 1.004537 0.0 0.4 0.8 0.60
C -1.584587 -1.244631 -0.153169 0.6 0.3 -3.5 -0.77
S -0.646838 -2.730136 -0.506471 0.4 -1.4 0.3 -0.67
C -2.405129 0.242703 1.506128 2.6 -1.3 2.3 -1.51
H 0.164923 0.573599 -1.185045 0.0 0.3 -1.7 0.33
H 1.556048 1.309640 -0.487714 0.7 1.9 0.4 0.40
H 1.405995 -0.354209 -0.546204 -0.5 -0.2 1.2 0.29
H 0.373789 1.066526 1.528409 -1.1 -0.8 -0.4 0.23
H -0.457167 -1.155038 1.662318 -1.6 1.2 -0.4 0.23
H -2.711672 -1.457136 -0.205390 1.6 0.6 0.5 0.19
H -1.314399 -0.733011 -1.143632 -1.1 0.2 1.4 0.05
H -2.173756 0.921011 2.365250 -0.7 -1.0 0.1 0.33
H -3.018882 -0.662250 1.590417 -0.6 1.0 0.9 0.44
H -2.730998 0.921144 0.789933 -0.7 0.8 -1.8 0.38
H 4.820277 0.013436 -2.303365 -0.3 2.0 1.5 0.33
H 4.426310 1.491114 -2.481005 0.1 -0.2 0.5 0.31
O 4.712516 0.883694 -1.776118 0.2 -1.8 -2.0 -0.65

=====

No. 8
18
Properties=species:S:1:pos:R:3:forces:R:3:mulliken_charge:R:1 method="wB97M-V/def2-TZVPD" homo_ev=-7.83 smiles=CCNP(C)C orbital_gap_ev=9.04 lumo_ev=1.214 energy_ha=-555.6990
C -2.754641 -0.437791 -0.314874 0.1 0.1 0.0 -1.30
C 2.261672 -1.174738 0.244329 -0.2 0.2 -0.3 -1.05
C 1.551017 1.525055 0.013945 -0.1 -0.3 -0.2 -1.03
C -1.553154 0.447192 -0.081437 2.2 -1.4 0.5 -0.29
N -0.253077 -0.420744 0.236127 -2.5 1.1 -0.2 -0.36
P 1.119868 -0.106746 -0.754580 0.5 0.2 0.4 0.10
H -3.027181 -0.965572 0.597777 0.0 -0.1 0.0 0.32
H -3.600357 0.174696 -0.629968 -0.1 -0.1 0.0 0.36
H -2.551414 -1.169179 -1.096654 0.0 0.0 -0.1 0.36
H 2.074416 -2.222763 0.011348 0.0 0.0 0.0 0.33
H 2.086901 -1.005094 1.306449 0.0 0.0 0.0 0.33
H 3.294062 -0.946959 -0.006617 0.1 0.0 0.0 0.36
H 0.876779 2.292053 -0.366800 0.0 0.1 0.0 0.31
H 2.567998 1.799514 -0.255557 0.1 0.1 0.0 0.38
H 1.449131 1.460844 1.096244 0.0 0.0 0.1 0.30
H -1.335532 1.061572 -0.954281 -0.1 0.1 -0.1 0.33
H -1.685883 1.084806 0.790793 -0.1 0.1 -0.1 0.25
H -0.520602 -1.396153 0.163762 0.0 0.0 0.0 0.28

=====

No. 9
20
Properties=species:S:1:pos:R:3:forces:R:3:mulliken_charge:R:1 method="wB97M-V/def2-TZVPD" homo_ev="-8.94 / -7.89" orbital_gap_ev="7.37 / 5.99" lumo_ev="-1.567 / -1.898" energy_ha=-1352.0268
C 1.862087 1.444032 -0.680776 0.0 0.0 0.0 -0.98
C -0.878180 -3.130029 0.172378 -0.1 -0.4 0.0 -0.83
C -1.900819 2.466934 0.686963 -0.2 -0.1 0.6 -0.20
C 1.723722 0.000885 -0.230843 -0.5 0.0 -0.1 -0.50
N 0.042437 -2.041622 0.420047 -0.1 0.6 0.2 -0.31
P -0.028624 -0.607474 -0.496166 1.0 -0.7 -0.4 0.33
S -0.377405 -1.013893 -2.380308 -0.1 0.3 0.3 -0.43
S -1.259942 3.729436 1.780914 0.2 0.0 -0.1 -0.13
H 2.904439 1.753925 -0.632781 0.0 0.1 0.0 0.35
H 1.514751 1.561793 -1.706456 0.0 0.0 0.0 0.29
H 1.278281 2.105382 -0.043449 0.0 0.1 0.0 0.22
H -1.038664 -3.203110 -0.903246 0.0 -0.1 0.1 0.32
H -0.427999 -4.059532 0.527453 -0.1 0.0 -0.1 0.28
H -1.843341 -2.999828 0.670571 0.0 0.0 -0.1 0.28
H -2.046472 2.896385 -0.299952 0.1 0.0 -0.2 0.28
H -2.846287 2.097871 1.079695 0.0 -0.1 -0.2 0.33
H -1.189167 1.632239 0.613986 -0.1 0.2 -0.1 -0.29
H 1.965630 -0.109593 0.827344 0.0 -0.1 0.0 0.35
H 2.368143 -0.664316 -0.814084 -0.2 0.0 0.1 0.35
H 0.177408 -1.859483 1.408710 0.1 0.0 -0.1 0.29

=====

No. 10
18
Properties=species:S:1:pos:R:3:forces:R:3:mulliken_charge:R:1 method="wB97M-V/def2-TZVPD" homo_ev=-12.55 smiles=C[C@@H]([NH3+])CCS total_charge=+1 orbital_gap_ev=8.89 lumo_ev=-3.665 energy_ha=-612.2951
C 1.079544 0.554010 -1.731453 -0.4 0.6 -0.3 -1.51
C 0.140331 -0.092609 -0.752730 0.2 -0.4 0.3 0.12
C 0.054511 0.594877 0.594370 -0.4 0.2 0.6 -0.50
C -1.041581 0.012813 1.507139 -0.1 0.0 -0.5 -0.91
S -1.784555 1.147894 2.682361 -0.1 0.3 0.3 -0.16
N 0.594195 -1.543084 -0.471673 0.3 0.5 0.0 -0.29
H 2.062416 0.752561 -1.350348 0.5 -0.1 0.5 0.38
H 1.188527 0.026314 -2.669908 -0.1 -0.3 -0.2 0.43
H 0.665760 1.534697 -1.971540 0.0 0.0 -0.1 0.38
H -0.859509 -0.218756 -1.160882 -0.1 0.1 -0.2 0.33
H -0.160031 1.654420 0.463038 0.0 0.0 -0.3 0.42
H 1.010336 0.561064 1.121108 0.2 0.0 -0.1 0.35
H -1.812335 -0.457250 0.890694 -0.2 0.0 0.1 0.40
H -0.650075 -0.750873 2.159839 0.2 -0.5 0.2 0.31
H -2.616128 1.811937 1.866873 0.1 -0.1 -0.2 0.15
H 1.391082 -1.505716 0.171940 -0.1 -0.2 0.0 0.38
H -0.163236 -2.059755 -0.030657 0.0 -0.2 0.1 0.36
H 0.900750 -2.022548 -1.318166 -0.1 -0.1 -0.1 0.36

=====

No. 11
18
Properties=species:S:1:pos:R:3:forces:R:3:mulliken_charge:R:1 method="wB97M-V/def2-TZVPD" homo_ev=-12.67 total_charge=+1 orbital_gap_ev=3.73 lumo_ev=-8.937 energy_ha=-612.0262
C -0.536624 0.402076 -3.082375 0.7 0.9 -2.3 -1.00
C -0.910437 -0.381770 -1.907011 0.0 -1.3 0.4 1.35
C -1.479624 -1.597349 -1.991596 0.2 -1.6 1.7 -0.76
C -0.158467 0.446919 1.123900 -2.1 5.0 1.1 -0.33
S -0.058139 1.939932 0.203735 1.5 -0.6 0.3 0.07
N 2.309612 -0.429037 4.313571 -0.1 0.0 0.5 -0.61
H 0.317949 1.106594 -2.968580 -0.7 -0.3 0.4 0.37
H -0.186840 -0.269688 -3.897568 -0.3 0.3 0.6 0.32
H -1.360933 0.971333 -3.552603 0.2 -0.1 0.5 0.31
H -0.538803 -0.061230 -0.940703 0.1 -0.7 0.0 -0.71
H -1.297932 -2.445897 -1.254558 -0.5 1.7 -0.3 0.22
H -2.114545 -1.983773 -2.764440 0.1 0.4 -0.9 0.33
H 0.548644 0.665044 1.927982 1.8 -2.3 -0.5 0.23
H -1.154082 0.441635 1.597673 0.1 -0.9 -0.5 0.32
H -0.873909 2.750897 0.888138 -1.4 -0.4 -0.2 0.26
H 3.217142 -0.001611 4.434585 0.0 -0.1 -0.1 0.24
H 1.895956 -0.112339 3.448283 0.3 -0.5 0.0 0.16
H 2.381034 -1.441737 4.421566 -0.1 0.6 -0.4 0.23

=====

No. 12
19
Properties=species:S:1:pos:R:3:forces:R:3:mulliken_charge:R:1 method="wB97M-V/def2-TZVPD" homo_ev=-12.98 total_charge=+1 orbital_gap_ev=9.60 lumo_ev=-3.379 energy_ha=-1010.4603
C 0.287675 -1.257949 -2.417157 -0.6 0.2 -0.3 -1.17
C -0.178232 -0.284191 -1.389085 -1.2 0.2 1.3 0.22
C -1.423363 -0.379550 -0.871477 0.9 -0.2 -0.4 -0.22
N -1.965956 0.596533 0.106455 -0.4 -1.7 1.1 -0.10
H -0.558264 -1.915926 -2.697539 0.7 0.2 0.1 0.34
H 0.585682 -0.681382 -3.306265 0.1 -0.3 0.2 0.32
H 1.135390 -1.838882 -2.056389 0.0 0.0 -0.1 0.30
H 0.536156 0.474439 -1.003090 -0.6 -0.3 -0.5 0.11
H -2.093336 -1.217841 -1.043165 0.0 0.3 -0.3 0.31
H -1.185776 1.111249 0.488646 0.9 0.6 0.7 -0.08
H -2.611081 1.261374 -0.281271 -0.6 0.3 -0.4 0.38
H -2.423426 0.127681 0.952209 0.6 0.7 -1.5 0.45
C 1.120572 -0.284850 2.257047 -0.7 0.0 0.0 -0.59
S 0.448106 1.433547 2.025686 1.2 -0.4 0.0 -0.12
S 1.851981 2.211283 0.685937 0.2 0.1 1.0 -0.19
H 0.929210 -0.831282 1.321693 0.3 0.0 0.4 0.19
H 0.538803 -0.748196 3.082103 0.3 0.3 -0.5 0.29
H 2.189149 -0.296427 2.515913 -0.5 0.3 -0.1 0.33
H 2.816710 2.520364 1.629745 -0.7 -0.2 -0.7 0.21